Entry 1:
23
Properties=species:S:1:pos:R:3 method="wB97M-V/def2-TZVPD" relative_energy_ev=3.297 multiplicity=1 homo_lumo_gap_ha=0.3167
C 0.155 -2.608 0.282
C 1.003 -1.391 0.131
C 0.206 -0.141 -0.471
C 0.562 0.002 -1.965
C -0.694 0.512 0.386
C -1.346 1.594 -0.284
N -1.031 0.218 1.727
H -0.026 -3.065 -0.666
H -0.800 -2.571 0.830
H 0.846 -3.414 0.771
H 1.614 -1.045 0.990
H 1.793 -1.618 -0.738
H -0.200 0.818 -2.267
H 1.583 0.378 -2.027
H 0.569 -0.973 -2.475
H -0.926 2.586 0.098
H -1.175 1.343 -1.406
H -2.549 1.650 -0.171
H -0.624 -0.682 2.012
H -1.900 0.440 2.179
O 1.325 2.669 1.220
H 0.529 2.067 1.335
H 1.089 3.229 0.509

---

Entry 2:
16
Properties=species:S:1:pos:R:3 method="wB97M-V/def2-TZVPD" relative_energy_ev=4.038 multiplicity=1 homo_lumo_gap_ha="0.3104 / 0.2573"
B 0.627 -1.649 -1.657
C 0.192 0.467 1.133
C -0.704 0.110 -0.110
C -0.717 1.145 2.197
C 0.070 -0.245 -1.470
S 1.008 -2.968 -0.606
S 1.443 1.036 -1.838
Br -1.251 2.972 1.829
H 1.070 1.054 0.972
H 0.526 -0.402 1.637
H -1.286 -0.888 0.141
H -1.382 0.888 -0.382
H -1.525 0.566 2.693
H -0.646 -0.058 -2.333
H 1.562 -3.776 -1.491
H 1.013 1.747 -0.714

---

Entry 3:
30
Properties=species:S:1:pos:R:3 method="wB97M-V/def2-TZVPD" relative_energy_ev=0.629 total_charge=-1 multiplicity=2 homo_lumo_gap_ha="0.1032 / 0.3895" s2=0.750
O 0.565 1.361 -2.482
H 0.278 0.724 -1.828
H 1.035 0.841 -3.134
O 3.503 0.927 -1.461
H 2.716 1.311 -1.073
H 3.432 1.127 -2.394
O -2.441 -1.935 -1.277
H -2.209 -2.673 -1.841
H -2.635 -2.333 -0.429
O 2.172 0.689 1.045
H 2.665 -0.126 1.145
H 2.753 1.365 1.393
O 0.233 2.962 -0.282
H -0.187 2.906 0.577
H 0.126 2.088 -0.658
O -0.051 -4.084 0.391
H 0.314 -4.559 1.138
H -0.475 -3.318 0.778
O -1.449 -1.626 1.584
H -1.146 -1.777 2.480
H -2.395 -1.507 1.667
O 0.460 0.964 3.284
H -0.280 1.388 2.850
H 1.101 0.826 2.587
O -2.625 1.535 -1.751
H -2.757 2.308 -1.201
H -2.123 0.933 -1.202
O -0.347 0.130 -0.240
H -0.799 -0.527 0.290
H 0.566 0.079 0.042

---

Entry 4:
24
Properties=species:S:1:pos:R:3 method="wB97M-V/def2-TZVPD" relative_energy_ev=0.199 multiplicity=2 homo_lumo_gap_ha="0.3358 / 0.2565" s2=0.755
H -4.606 0.826 -0.545
O -4.666 -0.094 -0.144
O -3.345 -0.591 -0.613
C -2.566 -0.609 0.577
C -1.296 0.161 0.308
C -0.125 -0.010 1.269
C 0.522 -1.365 1.190
C 0.782 1.228 0.846
O 1.052 2.126 1.590
N 3.286 0.198 1.574
O 4.137 0.648 2.330
O 3.222 0.380 0.350
O -0.510 0.184 2.637
O -1.749 1.515 0.447
O -0.911 2.268 -0.487
H -3.091 -0.191 1.448
H -2.345 -1.664 0.754
H -0.981 -0.025 -0.730
H 0.816 -1.596 0.166
H 1.403 -1.374 1.829
H -0.166 -2.144 1.523
H 1.054 1.161 -0.225
H -1.265 3.171 -0.385
H -0.505 1.159 2.820

---

Entry 5:
110
Properties=species:S:1:pos:R:3 method="wB97M-V/def2-TZVPD" relative_energy_ev=6.864 total_charge=-2 multiplicity=4 homo_lumo_gap_ha="0.1414 / 0.1369" s2=3.842
Ti -1.499 1.570 0.285
S -0.090 3.537 2.278
C -1.084 2.699 3.303
N -1.952 1.667 2.742
C -2.640 1.087 3.828
C -3.534 0.029 3.699
C -4.141 -0.638 4.730
C -3.571 -0.370 5.990
C -2.678 0.657 6.193
C -2.263 1.386 5.149
S -1.073 2.677 5.158
H -3.801 -0.280 2.656
H -4.788 -1.625 4.825
H -3.858 -0.903 6.815
H -2.409 0.797 7.226
N -0.922 -0.338 0.947
S -0.048 -1.463 1.499
N 1.091 -2.163 0.421
S 1.143 -2.854 -1.000
N 0.666 -2.351 -2.460
S 0.212 0.492 -1.840
N -0.441 1.536 -1.032
C 1.890 0.891 -2.012
C 2.645 1.221 -3.248
C 4.002 1.564 -3.284
C 4.882 1.294 -2.105
C 4.169 0.984 -0.913
C 2.705 0.753 -0.955
C -0.464 0.906 -3.439
C -0.363 -0.062 -4.337
C -1.251 -0.295 -5.403
C -2.323 0.643 -5.550
C -2.604 1.447 -4.388
C -1.557 1.808 -3.517
C 0.490 -4.652 -0.662
C 0.574 -5.288 0.465
C 0.548 -6.648 0.500
C -0.153 -7.250 -0.448
C -0.304 -6.597 -1.836
C 0.326 -5.310 -2.147
C 2.935 -2.888 -1.108
C 3.716 -3.437 -0.089
C 5.208 -3.669 -0.471
C 5.623 -3.288 -1.746
C 4.836 -2.605 -2.653
C 3.546 -2.272 -2.191
C -1.102 -2.758 2.081
C -1.179 -3.371 3.374
C -1.906 -4.582 3.764
C -2.724 -4.889 2.794
C -3.306 -4.104 1.690
C -2.288 -3.121 1.442
C 0.968 -0.800 2.812
C 1.204 0.665 3.238
C 2.389 1.070 3.882
C 3.543 0.133 4.054
C 3.298 -1.246 4.080
C 2.090 -1.657 3.256
H 2.088 1.596 -4.060
H 4.342 2.138 -4.018
H 6.026 1.435 -2.138
H 4.619 0.912 0.183
H 2.173 1.036 0.159
H 0.361 -0.916 -4.245
H -1.114 -0.973 -6.327
H -3.177 0.880 -6.041
H -3.700 1.922 -4.332
H -1.706 2.323 -2.534
H 1.058 -4.384 1.450
H 0.995 -6.923 1.489
H -0.298 -8.597 -0.501
H -0.165 -7.496 -2.506
H 0.068 -3.334 -2.648
H 3.496 -3.096 0.980
H 5.798 -2.970 0.128
H 6.497 -3.873 -2.013
H 5.005 -1.913 -3.417
H 2.885 -1.452 -3.097
H -0.779 -2.795 4.075
H -2.075 -4.478 4.905
H -3.356 -5.956 2.965
H -3.854 -4.784 0.827
H -2.380 -2.777 -0.035
H 0.696 1.877 2.790
H 2.624 1.926 4.620
H 4.419 0.359 4.522
H 4.525 -1.881 4.209
H 1.907 -2.653 3.121
C -2.711 6.473 -3.972
C -2.594 5.054 -3.554
O -1.239 4.738 -3.154
P -0.933 4.719 -1.573
S 0.918 4.216 -1.259
S -2.408 3.774 -0.501
O -1.321 6.309 -1.245
C -1.004 6.765 0.111
C 0.291 7.523 0.039
H -3.693 6.692 -4.342
H -1.983 6.695 -4.817
H -2.494 7.154 -3.149
H -2.833 4.399 -4.406
H -3.330 4.816 -2.756
H -1.092 6.022 0.892
H -1.835 7.575 0.435
H 1.014 6.918 -0.611
H 0.788 7.449 1.034
H 0.211 8.539 -0.222
O -5.441 0.146 -1.036
C -4.353 0.433 -0.628
N -3.319 0.695 -0.143

---

Entry 6:
78
Properties=species:S:1:pos:R:3 method="wB97M-V/def2-TZVPD" relative_energy_ev=0.000 total_charge=-2 multiplicity=3 homo_lumo_gap_ha="0.1816 / 0.2016" s2=2.037
Au -0.237 -0.657 1.379
S -1.932 -3.059 4.007
As -2.725 -1.316 3.137
S -1.244 0.372 3.286
S -2.440 -1.386 0.907
S -4.674 -0.722 3.682
C -2.890 6.481 1.513
C -2.219 5.098 1.458
C -0.694 5.294 1.470
C -2.552 4.346 2.757
Si -2.808 4.105 -0.077
Br -1.273 2.472 -0.326
C -4.492 3.238 0.169
C -5.010 2.645 -1.150
C -4.386 2.065 1.156
C -5.551 4.224 0.691
C -2.695 5.123 -1.714
C -2.669 4.222 -2.960
C -1.394 5.939 -1.755
C -3.879 6.092 -1.857
H -2.630 6.962 2.462
H -3.979 6.422 1.465
H -2.552 7.140 0.712
H -0.436 5.939 2.318
H -0.302 5.761 0.567
H -0.176 4.345 1.604
H -2.121 4.904 3.596
H -2.124 3.342 2.773
H -3.623 4.258 2.938
H -4.283 1.969 -1.604
H -5.287 3.409 -1.879
H -5.907 2.057 -0.930
H -3.702 1.291 0.810
H -5.366 1.591 1.255
H -4.072 2.349 2.156
H -5.708 5.076 0.024
H -5.306 4.612 1.680
H -6.505 3.694 0.781
H -1.855 3.497 -2.918
H -2.509 4.855 -3.840
H -3.597 3.676 -3.111
H -0.515 5.300 -1.655
H -1.351 6.704 -0.981
H -1.327 6.448 -2.723
H -4.831 5.564 -1.922
H -3.762 6.667 -2.784
H -3.945 6.805 -1.034
C -0.569 -1.217 -2.260
Si 1.065 -0.548 -2.788
C 1.838 -1.616 -4.095
C 0.976 1.219 -3.343
H -1.229 -1.286 -3.129
H -1.060 -0.584 -1.521
H -0.477 -2.214 -1.825
H 1.248 -1.589 -5.015
H 1.910 -2.656 -3.770
H 2.844 -1.258 -4.321
H 0.268 1.333 -4.168
H 1.959 1.554 -3.682
H 0.650 1.871 -2.532
O 2.225 -0.561 -1.563
C 2.648 -0.543 -0.322
O 1.932 -0.703 0.656
C 4.116 -0.333 -0.194
C 4.723 -0.615 1.034
C 6.098 -0.404 1.102
C 6.860 0.068 0.061
C 6.222 0.354 -1.163
C 4.833 0.137 -1.279
N 6.950 0.823 -2.237
O 8.197 1.010 -2.099
O 6.343 1.052 -3.330
N 6.790 -0.717 2.375
O 6.106 -1.106 3.304
O 7.971 -0.434 2.475
H 4.161 -0.974 1.879
H 7.922 0.217 0.159
H 4.360 0.347 -2.224

---

Entry 7:
84
Properties=species:S:1:pos:R:3 method="wB97M-V/def2-TZVPD" relative_energy_ev=1.727 multiplicity=6 homo_lumo_gap_ha="0.2193 / 0.2385" s2=9.022
Mn -0.168 -0.890 -0.947
C 0.164 -3.270 3.849
C 0.589 -2.907 2.424
Ge -0.729 -1.932 1.355
C -2.144 -3.165 0.759
C -2.844 -3.842 1.938
C -1.520 -0.599 2.520
C -1.600 0.701 2.206
Ge -0.831 1.140 0.462
C -1.904 2.120 -0.866
C -2.163 3.616 -0.691
C 0.941 1.941 0.624
C 1.101 3.041 1.672
C -2.128 1.724 3.163
C -2.665 1.380 4.409
C -3.134 2.346 5.280
C -3.076 3.692 4.934
C -2.534 4.053 3.714
C -2.066 3.075 2.846
H 1.009 -3.666 4.415
H -0.622 -4.024 3.890
H -0.197 -2.400 4.401
H 0.909 -3.798 1.879
H 1.454 -2.246 2.475
H -1.708 -3.909 0.092
H -2.881 -2.618 0.175
H -2.173 -4.498 2.493
H -3.675 -4.459 1.590
H -3.256 -3.119 2.644
H -1.863 -0.935 3.496
H -2.840 1.585 -1.034
H -1.319 1.977 -1.781
H -2.885 3.825 0.097
H -2.571 4.046 -1.609
H -1.248 4.167 -0.461
H 1.211 2.314 -0.367
H 1.622 1.113 0.828
H 0.517 3.934 1.436
H 2.145 3.353 1.747
H 0.791 2.712 2.666
H -2.722 0.343 4.708
H -3.544 2.049 6.236
H -3.441 4.447 5.618
H -2.467 5.096 3.432
H -1.619 3.388 1.914
O 5.889 3.764 -3.928
C 5.680 2.934 -2.874
O 6.534 2.798 -2.045
C 4.365 2.224 -2.834
C 3.241 2.652 -3.532
C 2.046 1.956 -3.443
C 1.959 0.802 -2.659
C 3.082 0.389 -1.936
C 4.265 1.096 -2.022
N 0.751 0.091 -2.548
C -0.058 0.090 -3.614
C -1.398 -0.320 -3.481
C -2.319 -0.311 -4.557
C -3.624 -0.630 -4.332
C -4.047 -0.952 -3.024
C -3.110 -0.963 -2.026
N -1.807 -0.690 -2.225
H 5.171 3.662 -4.563
H 3.255 3.566 -4.116
H 1.169 2.338 -3.947
H 3.009 -0.474 -1.297
H 5.132 0.780 -1.458
H 0.298 0.409 -4.589
H -1.971 -0.031 -5.542
H -4.335 -0.619 -5.148
H -5.077 -1.182 -2.798
H -3.394 -1.170 -1.004
Cl 3.863 -1.474 1.513
C 3.264 -2.698 0.440
C 4.035 -3.819 0.205
C 3.593 -4.805 -0.668
C 2.380 -4.651 -1.325
C 1.643 -3.515 -1.075
Cl 0.110 -3.303 -1.921
C 2.003 -2.485 -0.177
N 1.285 -1.366 0.079
H 4.986 -3.917 0.710
H 4.200 -5.680 -0.850
H 2.024 -5.394 -2.024

---

Entry 8:
65
Properties=species:S:1:pos:R:3 method="wB97M-V/def2-TZVPD" relative_energy_ev=0.000 total_charge=-1 multiplicity=1 homo_lumo_gap_ha=0.2895
B 0.651 -1.061 0.073
H 1.202 -2.097 0.471
H -0.196 -0.770 0.898
H 1.637 -0.347 0.198
H 0.289 -1.213 -0.941
N -0.033 3.254 -2.248
C -0.657 4.472 -2.418
C -1.009 4.972 -1.097
C -0.474 4.035 -0.127
C 0.044 2.951 -0.943
H 0.300 2.600 -2.789
H -0.887 4.791 -3.413
H -1.441 5.874 -0.836
H -0.388 4.119 0.930
H 0.490 2.030 -0.859
N 2.959 -1.681 -2.193
C 2.740 -2.651 -3.178
C 4.120 -2.905 -3.959
C 4.995 -1.936 -3.260
C 4.219 -1.133 -2.122
H 2.133 -1.312 -1.452
H 1.802 -3.309 -3.307
H 4.338 -3.497 -4.768
H 6.063 -1.730 -3.286
H 4.557 -0.366 -1.453
N -1.592 -2.776 2.923
C -3.011 -2.780 2.993
C -3.464 -3.818 4.093
C -2.070 -4.370 4.549
C -0.984 -3.694 3.837
H -1.272 -2.175 2.201
H -3.596 -2.036 2.396
H -4.348 -3.972 4.549
H -1.793 -5.087 5.408
H 0.128 -3.768 3.887
N 2.528 -0.628 3.055
C 2.348 -0.513 4.455
C 3.685 -0.014 5.050
C 4.582 0.226 3.800
C 3.712 -0.135 2.650
H 1.732 -0.791 2.424
H 1.457 -0.886 5.026
H 3.858 0.158 6.177
H 5.601 0.648 3.910
H 4.083 -0.003 1.612
N -4.942 -0.103 1.047
C -3.481 0.090 0.756
C -3.068 1.374 1.397
C -4.287 1.839 2.177
C -5.459 0.878 2.059
H -5.373 -0.789 0.610
H -2.973 -0.599 0.116
H -2.150 1.757 1.491
H -4.357 2.858 2.887
H -6.477 0.728 2.353
N 0.469 1.299 -4.778
C -0.431 0.737 -3.938
C -1.757 1.310 -4.265
C -1.540 2.154 -5.460
C -0.111 2.204 -5.703
H 1.455 1.014 -4.864
H -0.230 0.085 -3.009
H -2.546 1.219 -3.466
H -2.233 2.756 -5.962
H 0.466 2.525 -6.393

---

| no. | energy (eV) |
| --- | --- |
| 1 | -10000.460 |
| 2 | -96663.093 |
| 3 | -20799.762 |
| 4 | -23206.631 |
| 5 | -173792.372 |
| 6 | -232384.659 |
| 7 | -214888.826 |
| 8 | -35044.900 |